Record 1
Below is a structure of composition C51H33Cl7CoINOPSSb, with properties calculated with wB97M-V/def2-TZVPD.

Structure (XYZ):
```
98
Properties=species:S:1:pos:R:3:lowdin_spin:R:1
Co -0.32740 -1.62086 -0.20335 0.964
Cl -2.43273 -3.19390 1.66681 -0.001
C -2.10758 -3.99452 0.16656 -0.010
C -1.17307 -3.43548 -0.71793 -0.030
C -1.04058 -4.13260 -1.92346 0.003
Cl 0.08644 -3.60353 -3.12921 0.000
C -1.76542 -5.28427 -2.23756 0.000
Cl -1.57279 -6.06639 -3.76334 0.000
C -2.66029 -5.80793 -1.31443 0.000
Cl -3.54049 -7.24179 -1.66832 0.000
C -2.83149 -5.15484 -0.10068 -0.002
Cl -3.93876 -5.78919 1.05435 -0.001
Cl -5.81968 1.61650 -2.97106 0.000
C -4.61843 0.94662 -1.90431 -0.001
C -4.87322 0.88283 -0.55662 0.001
C -3.91196 0.37512 0.31042 0.000
I -4.24310 0.21751 2.37069 0.000
C -2.66978 -0.10238 -0.12651 0.004
O -1.78316 -0.57616 0.65533 0.023
C -2.43641 -0.05610 -1.54705 0.001
N -1.25473 -0.58052 -1.96942 0.000
C -0.96550 -0.52014 -3.24883 -0.002
C -1.83042 0.04343 -4.19897 0.000
C -3.04711 0.52559 -3.80652 -0.002
C -3.39653 0.48670 -2.43814 0.000
H -5.81900 1.23367 -0.16717 0.000
H -0.01841 -0.93311 -3.56147 0.000
H -1.52041 0.08221 -5.23422 0.000
H -3.75063 0.93279 -4.51960 0.000
Cl 1.92745 -1.84284 -1.19382 0.032
C 2.96732 -2.65721 -0.07779 0.001
C 4.20250 -3.09370 -0.53012 0.001
C 5.05168 -3.75257 0.34188 0.000
C 4.66079 -3.97432 1.65439 0.000
C 3.41969 -3.54360 2.09183 0.000
C 2.54708 -2.87491 1.23444 0.000
P 0.87705 -2.31696 1.76539 -0.002
C 0.56555 -3.48349 3.14325 0.001
C 0.12241 -4.76577 2.82158 0.001
C -0.11313 -5.69758 3.81794 0.000
C 0.09066 -5.35980 5.14805 0.000
C 0.53658 -4.08859 5.47620 0.000
C 0.77398 -3.15184 4.48021 0.000
C 1.23985 -0.78745 2.69130 -0.002
C 2.49935 -0.20678 2.77553 -0.001
C 2.65968 1.00248 3.43826 0.000
C 1.57109 1.62817 4.02232 -0.001
C 0.31375 1.03875 3.95532 0.000
C 0.14429 -0.15983 3.28744 -0.001
H 4.48769 -2.92514 -1.56000 0.000
H 6.01278 -4.10394 -0.00881 0.000
H 5.32331 -4.49251 2.33511 0.000
H 3.11878 -3.72548 3.11517 0.000
H -0.04017 -5.03300 1.78352 0.000
H -0.46905 -6.68716 3.56180 0.000
H -0.09633 -6.08550 5.92905 0.000
H 0.69693 -3.81927 6.51234 0.000
H 1.12760 -2.16785 4.75132 0.000
H 3.35061 -0.67850 2.30113 0.000
H 3.63945 1.46032 3.49158 0.000
H 1.69884 2.58122 4.52013 0.000
H -0.54041 1.52160 4.41466 0.000
H -0.84304 -0.60043 3.19885 0.000
S 0.98689 1.01870 0.04279 0.014
Sb 0.23898 2.85467 -1.04557 0.003
C 1.77128 4.25768 -0.58088 0.002
C 3.08657 3.81640 -0.66588 0.001
C 4.11765 4.63355 -0.23045 0.000
C 3.83482 5.88812 0.29549 0.000
C 2.52354 6.33246 0.36614 0.000
C 1.48773 5.51737 -0.07203 0.000
C -1.55414 3.76919 -0.32754 0.000
C -1.67074 3.81400 1.05601 0.000
C -2.79247 4.39454 1.62620 0.000
C -3.79882 4.90383 0.81612 0.000
C -3.67397 4.85439 -0.56393 0.000
C -2.54854 4.28730 -1.14471 0.000
C 0.50915 2.50611 -3.14467 0.000
C 1.44164 1.52242 -3.44646 0.000
C 1.73472 1.22942 -4.77011 0.000
C 1.08928 1.91609 -5.79075 0.000
C 0.15713 2.89555 -5.48332 0.000
C -0.13541 3.19789 -4.16006 0.000
H 3.29878 2.82815 -1.05732 0.000
H 5.14118 4.28620 -0.29139 0.000
H 4.64012 6.51550 0.65530 0.000
H 2.30657 7.31309 0.77040 0.000
H 0.46273 5.86710 -0.01414 0.000
H -0.89789 3.38977 1.68940 0.000
H -2.88595 4.43578 2.70237 0.000
H -4.68776 5.33235 1.26081 0.000
H -4.45702 5.25194 -1.19704 0.000
H -2.46059 4.25737 -2.22431 0.000
H 1.91608 0.96914 -2.64191 0.000
H 2.46239 0.46043 -4.99663 0.000
H 1.31127 1.68408 -6.82435 0.000
H -0.35646 3.42322 -6.27739 0.000
H -0.86073 3.97042 -3.93564 0.000
```

Properties
calculated total energy	-7974.8549	Eh
ΔE to the lowest compared entry with this formula, charge and spin	1.2294	eV
highest occupied orbital energy (alpha / beta)	-6.97 / -6.96	eV
multiplicity	2

=====

Record 2
Below is a cluster of 2 separate species, C3H4N2O2 in total, with properties calculated with wB97M-V/def2-TZVPD.

Structure (XYZ):
```
11
Properties=species:S:1:pos:R:3:nbo_charge:R:1
C -0.01798 -1.58862 -0.78585 -0.485
C -0.25288 0.85275 0.29865 -0.137
C -0.12116 -0.44695 -0.13939 0.167
N 0.89196 1.56208 0.21790 -0.518
N 1.00454 -0.33462 2.18168 0.521
O 0.85483 -1.27008 2.89352 -0.319
O 1.56026 0.67507 2.14587 -0.237
H 0.24912 -2.43259 -0.20760 0.234
H 0.06521 -1.63025 -1.86901 0.240
H -1.05629 1.21165 0.83575 0.199
H 0.80022 2.53651 0.59534 0.335
```

Properties
calculated total energy	-376.4382	Eh
ΔE to the lowest compared entry with this formula, charge and spin	8.8593	eV
highest occupied orbital energy (alpha / beta)	-9.30 / -8.48	eV

=====

Record 3
Below is a structure of composition C41H51AsBeBrN2OS2, with properties calculated with wB97M-V/def2-TZVPD.

Structure (XYZ):
```
100
Properties=species:S:1:pos:R:3:mulliken_charge:R:1
Be 0.20929 0.12966 0.70026 -0.374
S -2.51541 2.27840 0.94909 -0.286
C -3.10768 1.54618 -0.37191 0.205
N -3.88155 2.06313 -1.32284 0.145
C -4.66863 1.19588 -2.19731 -0.787
C -3.87287 -0.00821 -2.59699 -0.653
N -3.24638 -0.65485 -1.43111 0.316
C -3.10862 -2.12576 -1.55788 -1.401
C -4.45370 -2.78001 -1.38216 0.719
C -5.05408 -2.78754 -0.12481 -0.261
C -6.28110 -3.40353 0.05511 -0.712
C -6.91543 -4.01759 -1.01931 -0.419
C -6.32244 -4.01182 -2.27153 -0.638
C -5.09310 -3.38938 -2.45334 -0.285
C -2.76437 0.05315 -0.45375 0.506
S -1.77763 -0.63559 0.77035 -0.271
C -4.19466 3.48842 -1.40695 -1.492
C -3.71915 4.07166 -2.71752 0.738
C -2.49575 3.69572 -3.26379 0.229
C -2.07075 4.23330 -4.46959 -0.983
C -2.86860 5.14908 -5.14307 -0.474
C -4.08210 5.53789 -4.59596 -0.611
C -4.50497 5.00034 -3.38762 -0.529
H -4.93355 1.75883 -3.09125 0.450
H -5.59040 0.90373 -1.68430 0.319
H -3.07238 0.27321 -3.28602 0.280
H -4.51343 -0.73962 -3.08482 0.457
H -2.40301 -2.46501 -0.80591 0.260
H -2.69820 -2.33325 -2.54698 0.468
H -4.55251 -2.32140 0.71676 0.433
H -6.74229 -3.41035 1.03357 0.412
H -7.86590 -4.51308 -0.87375 0.394
H -6.81339 -4.49000 -3.10832 0.389
H -4.62378 -3.39727 -3.43098 0.394
H -3.72803 3.98319 -0.55698 0.521
H -5.27617 3.61208 -1.31046 0.415
H -1.86840 2.97798 -2.74628 0.444
H -1.11739 3.93522 -4.88601 0.412
H -2.54393 5.55822 -6.09016 0.406
H -4.70738 6.25233 -5.11436 0.398
H -5.45344 5.30894 -2.96325 0.382
C 5.65997 -5.55474 1.52420 -2.029
C 5.81341 -4.22195 0.79260 1.871
C 6.20722 -4.51254 -0.66167 -1.647
C 6.93057 -3.41800 1.47121 -1.597
C 4.52628 -3.40075 0.81749 -0.233
C 4.45770 -2.19645 0.12688 0.042
C 3.30296 -1.45248 0.17221 -0.197
Br 3.26339 0.13237 -0.83610 -0.239
C 2.15446 -1.82592 0.87471 1.376
O 1.08571 -1.00133 0.86676 0.092
C 2.18704 -3.06439 1.54290 -0.687
C 3.38735 -3.78780 1.49654 -0.501
C 1.05109 -3.77563 2.30934 2.277
C 1.49726 -4.03294 3.75730 -1.754
C 0.76112 -5.11364 1.61014 -1.718
C -0.25868 -3.00873 2.35777 -1.587
H 6.59842 -6.10778 1.46571 0.445
H 4.88071 -6.17393 1.07481 0.395
H 5.42700 -5.41309 2.58144 0.374
H 7.11055 -5.12501 -0.68687 0.452
H 6.41240 -3.59737 -1.21832 0.323
H 5.41316 -5.05423 -1.17894 0.374
H 7.86319 -3.98572 1.45785 0.436
H 6.67718 -3.20205 2.51075 0.370
H 7.10725 -2.46988 0.96082 0.331
H 5.29507 -1.82898 -0.45010 0.435
H 3.41230 -4.72403 2.03287 0.177
H 2.36624 -4.68739 3.81539 0.323
H 0.68694 -4.50981 4.31275 0.459
H 1.74861 -3.09509 4.25622 0.391
H 1.61992 -5.78410 1.62830 0.354
H 0.48659 -4.95025 0.56585 0.362
H -0.06771 -5.61990 2.10973 0.455
H -0.15624 -2.05464 2.87904 0.285
H -0.99866 -3.60625 2.89467 0.544
H -0.63360 -2.82241 1.35817 -0.055
C -0.02843 3.53395 2.57735 -1.208
As 0.63757 2.57592 1.02317 0.504
C 0.18978 3.79921 -0.41871 -0.713
C 2.53239 3.12006 1.24000 -1.189
C 2.74598 4.58441 1.49674 0.488
C 2.89598 5.48130 0.44206 -0.178
C 3.06975 6.83721 0.67926 -0.713
C 3.10522 7.31757 1.98061 -0.507
C 3.00133 6.42788 3.04112 -0.656
C 2.82155 5.07435 2.79869 -0.335
H 0.19657 4.59034 2.45181 0.331
H 0.48457 3.16190 3.46296 0.354
H -1.09650 3.40212 2.70929 0.492
H 0.40484 4.81631 -0.09810 0.397
H -0.86112 3.71800 -0.68436 -0.059
H 0.80081 3.56036 -1.28971 0.371
H 3.04084 2.82654 0.32707 0.470
H 2.92439 2.52144 2.06152 0.587
H 2.89761 5.11165 -0.57731 0.384
H 3.19158 7.51739 -0.15350 0.398
H 3.23045 8.37558 2.16735 0.395
H 3.07410 6.78619 4.05955 0.400
H 2.75777 4.38493 3.63279 0.375
```

Properties
calculated total energy	-7398.4793	Eh
net charge	+1
highest occupied orbital energy	-10.20	eV